The following is a quantum chemistry calculation of a 2-piece molecular cluster, C8H16F2NO2P overall, from the Open Molecules 2025 dataset.

Last columns: bonded neighbours and bond lengths (Å).
Geometry (Å):
1 C 0.561 2.542 0.969  C2 1.585, C3 1.604, H15 1.126, H16 1.116
2 C 0.906 2.110 -0.516  C1 1.585, C4 1.447, H17 1.032, H18 1.144
3 C 0.550 1.105 1.680  C1 1.604, N9 1.462, H19 1.055, H20 1.201
4 C 0.857 0.664 -0.522  C2 1.447, N9 1.283, H22 1.026
5 C -3.488 -2.249 -0.134  C7 1.546, H23 0.993, H24 1.045, H25 1.086
6 C -2.477 0.279 -0.816  C7 1.575, H26 1.103, H27 1.059, H28 1.196
7 C -2.353 -1.222 -0.356  C5 1.546, C6 1.575, O11 1.425, H29 1.074
8 C 4.273 -0.956 -0.224  F12 1.403, F13 1.370, H21 1.123, H30 1.102
9 N 0.693 0.106 0.622  C3 1.462, C4 1.283, P14 1.998
10 O 0.390 -2.138 -0.652  P14 1.467
11 O -1.593 -1.203 0.849  C7 1.425, P14 1.697
12 F 3.993 0.405 -0.420  C8 1.403
13 F 5.642 -1.025 -0.186  C8 1.370
14 P 0.002 -1.766 0.713  N9 1.998, O10 1.467, O11 1.697
15 H 1.370 3.275 1.246  C1 1.126
16 H -0.490 2.916 0.951  C1 1.116
17 H 0.270 2.668 -1.107  C2 1.032
18 H 1.906 2.639 -0.688  C2 1.144
19 H 1.257 1.185 2.459  C3 1.055
20 H -0.405 0.684 2.275  C3 1.201
21 H 4.036 -1.367 -1.241  C8 1.123
22 H 0.986 0.068 -1.346  C4 1.026
23 H -4.259 -1.927 -0.671  C5 0.993
24 H -3.157 -3.208 -0.384  C5 1.045
25 H -3.846 -2.283 0.891  C5 1.086
26 H -3.313 0.716 -0.243  C6 1.103
27 H -2.755 0.201 -1.834  C6 1.059
28 H -1.390 0.753 -0.653  C6 1.196
29 H -1.842 -1.554 -1.240  C7 1.074
30 H 3.676 -1.418 0.579  C8 1.102

Output
- Energy: -28862.505 eV
- Relative energy (zero: lowest compared OMol25 entry of this formula, charge and spin): 0.663 eV
- F_max: 4.49 eV/A
- Total charge: 0
- HOMO-LUMO gap: 8.583 eV